w | Computed, not measured: an isolated ion of composition C4H11N2 and charge +1, with ωB97M-V/def2-TZVPD.

Geometry as XYZ:
```
17
Properties=species:S:1:pos:R:3:mulliken_charge:R:1
C 0.60 0.02 1.86 -1.06
C 0.19 0.76 0.65 -0.26
N -0.18 -0.31 -0.53 0.55
C -1.53 -0.79 -0.31 -0.79
C 0.55 -0.20 -1.70 -0.26
N 0.89 -1.18 -0.71 -0.69
H -0.15 -0.29 2.62 0.34
H 1.14 -0.82 1.44 0.35
H 1.38 0.38 2.57 0.34
H 0.87 1.49 0.18 0.31
H -0.66 1.43 0.94 0.33
H -1.82 -1.71 -0.87 0.36
H -1.43 -1.11 0.73 0.35
H -2.42 -0.14 -0.47 0.31
H 1.45 0.57 -1.88 0.23
H 0.08 -0.52 -2.60 0.32
H 0.85 -2.23 -0.86 0.26
```

Values from the calculation:
- net charge = +1
- SMILES = CC[N@@+]1(C)CN1
- gap between HOMO and LUMO (eV) = 12.64
- E_HOMO (eV) = -15.48
- molar mass (u) = 87.15
- E_LUMO (eV) = -2.8

=====

x | Computed, not measured: a 2-piece molecular cluster, C4H11N2 overall, with ωB97M-V/def2-TZVPD.

Geometry as XYZ:
```
17
Properties=species:S:1:pos:R:3:mulliken_charge:R:1
C -1.63 0.04 1.26 -0.18
C -1.45 -1.34 -0.97 -0.14
C -0.28 1.72 -0.16 -1.01
C 2.54 -0.68 -0.10 -0.80
N -1.32 -0.54 0.00 0.17
N -0.39 0.44 0.50 -0.21
H -2.38 0.84 1.16 0.26
H -1.63 -0.52 2.15 0.31
H 1.85 -0.98 -0.84 0.12
H -2.18 -2.18 -0.92 0.30
H -0.73 -1.23 -1.88 0.26
H 0.06 2.49 0.58 0.35
H 0.51 1.66 -0.93 0.31
H -1.19 2.05 -0.53 0.51
H 3.53 -0.36 -0.39 0.33
H 1.96 0.12 0.39 0.15
H 2.75 -1.52 0.68 0.26
```

Values from the calculation:
- net charge = +1
- gap between HOMO and LUMO (eV) = 10.29
- E_HOMO (eV) = -15.30
- molar mass (u) = 87.15
- E_LUMO (eV) = -5.0

=====

In eV, relative to the most stable structure: w 0.000; x 0.401.

=====

w | Computed, not measured: a 2-piece molecular cluster, C3H9N2O3 overall, with ωB97M-V/def2-TZVPD.

Geometry as XYZ:
```
17
Properties=species:S:1:pos:R:3:mulliken_charge:R:1
C 0.67 -1.85 -0.08 -0.92
N 1.19 -0.50 -0.15 -0.30
C 2.16 -0.18 0.84 -0.37
O 3.42 -0.78 0.56 -0.54
H 1.47 -2.55 0.20 0.40
H 0.35 -2.16 -1.08 0.28
H -0.16 -1.95 0.64 0.26
H 0.45 0.20 -0.24 0.32
H 2.24 0.92 0.86 0.30
H 1.91 -0.53 1.85 0.27
H 3.56 -0.63 -0.38 0.32
N -3.11 1.60 -0.58 -0.44
C -1.94 0.89 -0.24 0.68
O -0.87 1.36 -0.72 -0.87
O -2.09 -0.12 0.47 -0.74
H -4.01 1.22 -0.36 0.18
H -3.03 2.44 -1.12 0.17
```

Values from the calculation:
- net charge = -1
- gap between HOMO and LUMO (eV) = 8.32
- E_HOMO (eV) = -4.41
- molar mass (u) = 121.12
- E_LUMO (eV) = 3.9

=====

x | Computed, not measured: C3H9N2O3 as an isolated structure, with ωB97M-V/def2-TZVPD.

Geometry as XYZ:
```
17
Properties=species:S:1:pos:R:3:mulliken_charge:R:1
O -2.27 -1.68 -0.38 -0.73
C -1.37 -0.82 -0.29 0.35
N -1.57 0.51 -0.55 -0.50
C 0.07 -1.35 0.09 -0.17
N 0.55 -0.46 1.18 -0.66
C 2.00 -0.06 0.89 -0.44
O 2.01 0.77 -0.21 -0.68
H -0.68 1.41 -0.59 0.40
H -2.46 0.75 -0.89 0.13
H 0.70 -1.32 -0.76 0.26
H 0.09 -2.44 0.54 0.19
H 0.05 0.49 1.22 0.36
H 2.52 -0.94 0.59 0.37
H 2.32 0.44 1.77 0.30
H 0.55 2.52 -1.28 0.25
H 1.03 1.33 -0.28 0.43
O 0.11 2.25 -0.52 -0.85
```

Values from the calculation:
- net charge = -1
- gap between HOMO and LUMO (eV) = 8.78
- E_HOMO (eV) = -4.69
- molar mass (u) = 121.12
- E_LUMO (eV) = 4.1

=====

In eV, relative to the most stable structure: w 0.000; x 1.696.

=====

w | Computed, not measured: one molecule with the formula C11H14N4, with ωB97M-V/def2-TZVPD.

Geometry as XYZ:
```
29
Properties=species:S:1:pos:R:3:mulliken_charge:R:1
C 2.75 -0.20 1.04 -1.87
C 1.59 0.22 0.11 2.54
C 1.76 -0.49 -1.24 -1.99
C 1.66 1.74 -0.10 -1.66
C 0.33 -0.13 0.85 -1.13
C -0.66 -0.97 0.56 0.49
C -1.75 -1.34 1.46 -0.75
N -2.61 -2.12 0.91 -0.68
N -2.21 -2.41 -0.35 -0.12
C -1.14 -1.54 -0.77 0.30
N -1.69 -0.43 -1.55 -0.51
C -1.87 0.67 -1.10 0.88
C -2.07 1.85 -0.57 -0.85
C -3.23 2.13 0.15 0.20
N -4.16 2.39 0.78 -0.45
H 2.66 -1.26 1.28 0.42
H 2.73 0.37 1.96 0.40
H 3.71 -0.04 0.55 0.44
H 2.71 -0.19 -1.68 0.49
H 1.77 -1.56 -1.10 0.36
H 0.97 -0.21 -1.93 0.38
H 2.65 2.02 -0.46 0.46
H 1.47 2.26 0.83 0.37
H 0.93 2.06 -0.84 0.26
H 0.32 0.27 1.86 0.44
H -1.84 -1.04 2.48 0.48
H -2.95 -2.63 -1.00 0.29
H -0.43 -2.08 -1.40 0.39
H -1.39 2.67 -0.74 0.42
```

Values from the calculation:
- net charge = 0
- SMILES = CC(C)(C)/C=C1/C=NN[C@H]1N=C=CC#N
- gap between HOMO and LUMO (eV) = 9.11
- E_HOMO (eV) = -8.61
- molar mass (u) = 202.26
- E_LUMO (eV) = 0.5

=====

x | Computed, not measured: one molecule with the formula C11H14N4, with ωB97M-V/def2-TZVPD.

Geometry as XYZ:
```
29
Properties=species:S:1:pos:R:3:mulliken_charge:R:1
C 4.37 -1.55 0.63 -1.56
C 3.26 -0.71 0.05 0.68
C 2.08 -1.32 -0.19 -0.01
N 0.99 -0.83 -0.61 -0.57
N -0.22 -0.81 -0.32 0.15
C -1.03 0.21 -0.22 -0.25
C -2.56 0.07 0.00 1.93
C -3.07 -1.42 -0.10 -1.55
C -2.98 0.58 1.37 -1.54
C -3.17 0.96 -1.08 -1.51
N -0.75 1.52 -0.17 0.20
N 0.33 2.10 -0.34 -0.67
C 1.53 1.79 -0.47 0.61
C 2.77 1.99 -0.37 -0.68
C 3.79 0.76 -0.35 -0.35
H 5.27 -1.66 0.05 0.35
H 4.02 -2.57 0.90 0.34
H 4.77 -1.12 1.56 0.36
H -3.14 -1.84 -1.08 0.37
H -2.30 -1.92 0.47 0.41
H -4.15 -1.33 0.27 0.35
H -4.07 0.62 1.32 0.43
H -2.60 -0.04 2.18 0.38
H -2.47 1.60 1.48 0.35
H -4.25 0.76 -1.21 0.43
H -2.86 1.99 -0.78 0.35
H -2.44 0.71 -1.89 0.35
H 4.25 0.59 -1.45 0.26
H 4.63 0.86 0.34 0.40
```

Values from the calculation:
- net charge = 0
- SMILES = CC1=C=N/N=C(C(C)(C)C)\N=N/C#CC1
- gap between HOMO and LUMO (alpha / beta) (eV) = 6.60 / 6.60
- E_HOMO (alpha / beta) (eV) = -7.99 / -7.99
- molar mass (u) = 202.26
- E_LUMO (alpha / beta) (eV) = -1.4 / -1.4

=====

In eV, relative to the most stable structure: w 0.000; x 6.847.

=====

w | Computed, not measured: one molecule with the formula C27H30N4O5, with ωB97M-V/def2-TZVPD.

Geometry as XYZ:
```
66
Properties=species:S:1:pos:R:3:mulliken_charge:R:1
C -0.54 -2.27 -1.97 -1.41
C -0.49 -1.65 -0.62 0.15
C -0.32 -2.17 0.62 -0.87
C -0.35 -1.08 1.53 -0.69
C -0.53 0.03 0.77 0.89
C -0.63 1.49 1.12 0.45
C 0.13 2.33 0.13 -0.24
C 1.42 2.20 -0.31 0.04
O 1.87 2.97 -1.30 -0.57
C 2.37 1.24 0.21 0.39
C 2.43 0.63 1.49 -0.52
N 3.45 -0.18 1.57 -1.17
N 4.08 -0.13 0.39 0.86
C 5.23 -0.92 0.20 0.29
C 6.35 -0.43 -0.47 -0.21
C 7.46 -1.24 -0.62 -0.72
C 7.47 -2.52 -0.10 -0.41
C 6.36 -3.00 0.58 -0.64
C 5.24 -2.20 0.74 -0.40
C 3.48 0.72 -0.47 0.34
C 3.89 0.92 -1.88 -1.89
C -0.78 3.23 -0.52 0.64
O -0.50 4.02 -1.43 -0.82
C -2.14 3.00 0.10 0.36
O -3.18 3.59 -0.13 -0.66
N -1.98 2.01 1.01 0.40
C -3.05 1.60 1.89 -1.55
C -3.68 0.26 1.51 0.17
C -4.11 0.23 0.04 -1.00
N -4.89 -0.92 -0.38 0.13
C -6.23 -0.98 0.17 -0.47
C -7.00 -2.06 -0.59 -0.75
O -6.37 -3.32 -0.48 -0.39
C -5.05 -3.25 -0.97 -0.85
C -4.24 -2.20 -0.21 0.42
O -0.62 -0.30 -0.54 -0.29
H -1.37 -1.87 -2.54 0.34
H 0.38 -2.07 -2.52 0.32
H -0.66 -3.35 -1.87 0.39
H -0.19 -3.21 0.87 0.60
H -0.24 -1.13 2.59 0.54
H -0.28 1.62 2.16 0.24
H 1.12 3.56 -1.59 0.43
H 1.80 0.79 2.33 0.71
H 6.36 0.58 -0.84 0.44
H 8.33 -0.86 -1.14 0.37
H 8.34 -3.15 -0.22 0.39
H 6.37 -3.99 1.00 0.37
H 4.37 -2.55 1.27 0.48
H 4.42 0.05 -2.26 0.51
H 4.53 1.80 -1.97 0.29
H 3.01 1.11 -2.49 0.45
H -3.81 2.39 1.81 0.51
H -2.67 1.56 2.91 0.32
H -4.55 0.11 2.15 0.61
H -2.97 -0.55 1.71 0.00
H -3.22 0.25 -0.60 0.21
H -4.70 1.12 -0.18 0.40
H -6.72 -0.01 0.02 0.41
H -6.24 -1.23 1.24 0.31
H -8.01 -2.19 -0.18 0.37
H -7.07 -1.78 -1.65 0.36
H -4.62 -4.25 -0.83 0.37
H -5.06 -3.00 -2.04 0.41
H -3.23 -2.14 -0.63 -0.42
H -4.17 -2.50 0.85 0.25
```

Values from the calculation:
- net charge = 0
- SMILES = Cc1ccc([C@H]2/C(=C(/O)c3cnn(-c4ccccc4)c3C)C(=O)C(=O)N2CCCN2CCOCC2)o1
- gap between HOMO and LUMO (eV) = 8.03
- E_HOMO (eV) = -8.36
- molar mass (u) = 490.56
- E_LUMO (eV) = -0.3

=====

x | Computed, not measured: one molecule with the formula C27H30N4O5, with ωB97M-V/def2-TZVPD.

Geometry as XYZ:
```
66
Properties=species:S:1:pos:R:3:mulliken_charge:R:1
C -6.66 -0.13 1.75 -1.03
C -6.22 1.27 1.32 -0.38
O -5.74 1.31 0.00 -0.48
C -4.50 0.82 -0.29 0.79
C -3.56 0.39 0.64 -0.56
C -2.33 -0.07 0.22 -0.28
C -2.00 -0.12 -1.13 -0.43
C -0.64 -0.55 -1.61 0.12
C -0.02 -1.71 -0.81 -0.92
O -0.71 -2.47 -0.17 -0.68
N 1.31 -1.79 -0.93 0.28
C 2.14 -2.82 -0.31 0.02
C 2.05 -2.80 1.23 -0.45
C 2.17 -4.27 1.63 -0.82
C 1.34 -4.97 0.56 -0.53
C 1.75 -4.25 -0.73 -1.11
N 0.23 0.63 -1.70 0.61
C 0.78 0.93 -2.91 1.17
O 0.55 0.28 -3.91 -0.68
C 1.76 2.11 -2.99 -1.29
N 2.51 2.38 -1.79 -0.06
C 3.16 1.39 -1.14 0.26
O 3.23 0.25 -1.56 -0.77
C 3.75 1.79 0.15 0.44
C 4.43 1.05 1.08 -0.39
C 4.69 1.91 2.16 -0.59
C 4.16 3.12 1.81 -0.60
O 3.58 3.06 0.60 -0.36
C 0.26 1.48 -0.58 -0.21
C 0.71 1.04 0.66 0.68
C 0.70 1.92 1.73 -0.89
C 0.23 3.20 1.53 -0.57
N -0.22 3.63 0.36 -0.67
C -0.22 2.79 -0.66 -0.43
C -2.95 0.31 -2.05 -0.42
C -4.18 0.77 -1.65 -0.88
H -5.82 -0.82 1.73 0.33
H -7.42 -0.50 1.07 0.31
H -7.06 -0.10 2.76 0.36
H -5.48 1.68 2.02 0.31
H -7.09 1.94 1.32 0.32
H -3.77 0.40 1.70 0.38
H -1.62 -0.41 0.96 0.48
H -0.73 -0.92 -2.65 0.86
H 1.82 -1.11 -1.48 0.14
H 3.16 -2.60 -0.63 0.57
H 1.06 -2.44 1.52 0.16
H 2.80 -2.17 1.68 0.27
H 3.22 -4.59 1.57 0.32
H 1.81 -4.46 2.64 0.40
H 0.29 -4.80 0.75 0.19
H 1.53 -6.04 0.51 0.43
H 2.60 -4.75 -1.19 0.42
H 0.93 -4.23 -1.45 0.30
H 2.45 1.85 -3.81 0.41
H 1.21 3.01 -3.28 0.42
H 2.45 3.29 -1.36 0.37
H 4.70 0.02 0.98 0.68
H 5.21 1.68 3.06 0.48
H 4.12 4.06 2.32 0.53
H 1.08 0.03 0.78 0.32
H 1.05 1.60 2.70 0.45
H 0.21 3.93 2.33 0.47
H -0.63 3.17 -1.59 0.52
H -2.71 0.28 -3.11 0.48
H -4.91 1.11 -2.36 0.43
```

Values from the calculation:
- net charge = 0
- SMILES = CCOc1ccc([C@H](C(=O)NC2CCCC2)N(C(=O)CNC(=O)c2ccco2)c2cccnc2)cc1
- gap between HOMO and LUMO (eV) = 8.54
- E_HOMO (eV) = -8.25
- molar mass (u) = 490.56
- E_LUMO (eV) = 0.3

=====

In eV, relative to the most stable structure: w 1.468; x 0.000.

=====

w | Computed, not measured: C2H5N5 as an isolated structure, with ωB97M-V/def2-TZVPD.

Geometry as XYZ:
```
12
Properties=species:S:1:pos:R:3:mulliken_charge:R:1
C -1.05 0.00 0.00 0.36
C 1.10 -0.07 -0.02 0.37
H -3.23 -0.41 0.25 0.27
H -1.74 -1.66 0.63 0.35
H 0.92 2.13 -0.30 0.27
H 2.57 -1.21 1.95 0.13
H 2.00 -1.68 -0.96 0.36
N -2.27 -0.74 -0.09 -0.52
N -0.83 1.30 0.11 -0.64
N 0.57 1.24 0.00 0.13
N 2.41 -0.49 -0.09 -0.59
N 0.01 -0.85 -0.14 -0.50
```

Values from the calculation:
- net charge = 0
- gap between HOMO and LUMO (eV) = 6.05
- E_HOMO (eV) = -8.71
- molar mass (u) = 99.10
- E_LUMO (eV) = -2.7

=====

x | Computed, not measured: one molecule with the formula C2H5N5, with ωB97M-V/def2-TZVPD.

Geometry as XYZ:
```
12
Properties=species:S:1:pos:R:3:mulliken_charge:R:1
N -2.36 0.63 0.00 -0.38
C -1.06 0.34 -0.14 0.41
N -0.37 -0.53 0.51 -0.56
C 0.91 -0.52 -0.13 0.51
N 2.01 -0.32 0.77 -0.69
N 0.83 0.50 -1.17 -0.28
N -0.32 0.96 -1.19 -0.24
H -2.83 0.31 0.83 0.25
H -2.69 1.46 -0.46 0.25
H 0.99 -1.46 -0.72 0.25
H 2.88 -0.31 0.25 0.24
H 2.03 -1.06 1.46 0.24
```

Values from the calculation:
- net charge = 0
- SMILES = NC1=N[C@H](N)N=N1
- gap between HOMO and LUMO (eV) = 9.69
- E_HOMO (eV) = -9.45
- molar mass (u) = 99.10
- E_LUMO (eV) = 0.2

=====

In eV, relative to the most stable structure: w 7.998; x 0.000.